1.
C3H98F2O45Si2 | ωB97M-V/def2-TZVPD

Geometry as ORCA input:
```
! wB97M-V def2-TZVPD RIJCOSX def2/J DEFGRID3
* xyz 0 1
C -2.5349 -4.8349 1.6559
C -1.9435 -3.3066 1.5177
F -0.5936 -3.1138 2.1142
C -1.8605 -2.7454 -0.0269
Si -1.9925 -0.7908 0.1180
O -0.9013 -0.0842 -1.0866
Si 0.4910 0.4559 -0.1140
F 1.8929 0.5120 -1.2113
H -2.2904 -5.5006 0.7250
H -3.7161 -4.7776 1.7979
H -2.0505 -5.2914 2.6446
H -2.6875 -2.6025 2.0930
H -0.8561 -3.0812 -0.5683
H -2.7331 -3.1660 -0.7242
H -1.5641 -0.4424 1.4973
H -3.4078 -0.4607 -0.1102
H 0.7109 -0.4249 1.0563
H 0.2053 1.8238 0.2986
O 4.1432 2.4685 -2.3310
H 3.5352 1.9024 -1.8323
H 5.0168 2.0901 -2.1504
O 5.7628 2.1306 0.1575
H 5.7535 3.0949 0.2521
H 6.0267 1.8120 1.0338
O 5.8611 3.3318 2.3917
H 6.6809 3.6328 2.8113
H 5.4376 2.7854 3.0707
O -0.7649 -3.8740 -2.7506
H -0.1061 -3.3793 -3.2607
H -0.8697 -4.7015 -3.2438
O -1.8040 -3.2462 -5.5819
H -1.8133 -2.2819 -5.4873
H -1.5401 -3.5648 -4.7056
O 1.2988 -1.0157 3.0341
H 1.7595 -1.0448 3.8860
H 0.8338 -1.8648 2.9904
O -3.6937 -3.3328 4.1699
H -2.8739 -3.0317 4.5896
H -4.1172 -3.8792 4.8489
O 0.5177 -6.1724 2.2604
H 1.2648 -5.9352 1.6908
H 0.1729 -5.3184 2.5618
O -4.9089 0.2509 2.0868
H -5.6446 0.8801 2.0445
H -5.3303 -0.5854 2.3360
O 7.8317 3.7650 -1.4902
H 7.2237 3.1988 -0.9916
H 8.7052 3.3866 -1.3096
O 1.0303 1.8878 3.8923
H 0.7888 1.0496 3.4706
H 0.1926 2.3718 3.9479
O 0.5140 4.1687 0.2904
H 1.2612 4.4058 -0.2792
H 0.1692 5.0227 0.5918
O -5.2835 1.1322 -0.6865
H -5.2928 2.0965 -0.5919
H -5.0196 0.8136 0.1898
O 1.4654 6.3753 -0.2278
H 1.8766 6.6365 0.6098
H 1.9025 6.9345 -0.8875
O 3.5732 -1.6878 -1.0228
H 2.8375 -1.0586 -1.0651
H 3.1518 -2.5241 -0.7736
O 3.9816 -4.7773 -0.3597
H 4.3928 -4.5161 0.4780
H 4.4187 -4.2180 -1.0193
O -1.5912 0.9901 3.8523
H -2.0312 0.1445 3.6785
H -1.7717 1.1597 4.7891
O -2.9149 3.7129 0.6651
H -2.1740 3.8790 0.0632
H -2.5356 3.1442 1.3519
O 4.1730 1.3874 3.3868
H 3.2822 1.4389 3.7647
H 4.0597 0.8420 2.5939
O -2.3272 -6.4947 -3.7227
H -3.2180 -6.4431 -3.3449
H -2.4405 -7.0400 -4.5157
O -2.8461 1.4957 6.6016
H -2.8554 2.4600 6.6961
H -2.5822 1.1772 7.4779
O -2.6108 -2.4474 -8.6544
H -1.8819 -2.8151 -9.1763
H -2.4364 -2.7622 -7.7547
O 10.7456 2.7961 -3.1867
H 10.5040 1.9579 -3.6084
H 9.9079 3.2801 -3.1311
O 8.8502 4.1302 1.2556
H 8.5003 4.9876 1.5406
H 8.3682 3.9412 0.4365
O -6.5858 -1.8243 1.0077
H -5.9271 -1.3296 0.4976
H -6.6906 -2.6518 0.5145
O 3.4313 6.3842 1.8741
H 3.9917 5.6390 1.6106
H 3.1709 6.1713 2.7829
O -3.8222 6.3417 -0.1822
H -3.4448 6.9263 0.4921
H -3.7118 5.4537 0.1895
O 0.6873 6.2915 3.1544
H 0.4458 5.4532 2.7326
H -0.1503 6.7754 3.2099
O -5.7517 0.7146 5.6800
H -4.9318 1.0156 6.0997
H -6.1752 0.1681 6.3591
O 8.0366 6.6528 2.7107
H 8.0273 7.6171 2.8052
H 8.3005 6.3343 3.5869
O -5.4130 -1.2899 -9.5050
H -6.0210 -1.8561 -9.0064
H -4.5394 -1.6683 -9.3244
O 5.8019 -5.8946 1.5787
H 5.7217 -6.5053 0.8307
H 6.0576 -6.4644 2.3196
O 0.6260 -6.6022 -3.4681
H 0.0180 -7.1684 -2.9694
H 1.4996 -6.9807 -3.2875
O 9.6939 8.1512 0.7395
H 9.0859 7.5850 1.2381
H 10.5675 7.7728 0.9201
O -0.3856 1.2314 8.0326
H 0.3554 1.3975 7.4307
H -0.0063 0.6627 8.7194
O -3.9579 -1.4364 -4.3474
H -4.3079 -0.5790 -4.0624
H -4.4399 -1.6253 -5.1666
O -8.4011 -2.8254 -9.6345
H -7.7423 -2.3307 -10.1446
H -8.5059 -3.6529 -10.1277
O -1.6755 4.3152 6.0585
H -0.9284 4.5523 5.4889
H -2.0203 5.1692 6.3599
O -2.4315 -5.4401 -7.2028
H -1.6536 -5.9924 -7.3722
H -2.1279 -4.8067 -6.5352
O -10.0944 -5.7152 -9.0651
H -10.1037 -4.7509 -8.9706
H -9.8305 -6.0337 -8.1888
O -11.4899 -5.4300 -6.9437
H -11.8399 -4.5726 -6.6587
H -11.9719 -5.6189 -7.7629
O -5.4984 -6.0758 1.2957
H -5.7534 -6.8010 0.7059
H -6.1600 -6.1058 2.0031
O 1.6978 2.7530 7.5066
H 2.4450 2.9901 6.9370
H 1.3530 3.6070 7.8080
O 12.0871 6.5098 -0.2417
H 12.7459 7.0045 -0.7519
H 11.9823 5.6823 -0.7350
*
```

Properties
- max |F| (eV Å⁻¹) = 3.9
- HOMO-LUMO gap (eV) = 9.5
- energy (eV) = -118032.3756

Results of the Mulliken charge analysis, in e, for atoms 1 through 5: -0.77, 0.55, -0.34, -0.38, 0.16


2.
C4H10NOS | ωB97M-V/def2-TZVPD

Geometry as ORCA input:
```
! wB97M-V def2-TZVPD RIJCOSX def2/J DEFGRID3
* xyz 1 1
N -1.8949 0.1469 1.7061
C -2.0315 -0.1736 0.3312
C -0.7201 -0.5796 -0.4336
S 0.7186 -0.5235 0.6637
C 1.7750 0.7387 -0.0481
C 2.2938 0.3652 -1.4374
O 3.2440 -0.3538 -1.5466
H -1.9914 -0.5602 2.4096
H -1.8857 1.0999 2.0139
H -2.7296 -1.0081 0.1942
H -2.4558 0.6808 -0.2073
H -0.5247 0.0799 -1.2824
H -0.7751 -1.6068 -0.8094
H 1.3714 -1.5937 0.1717
H 2.6307 0.8346 0.6318
H 1.2043 1.6742 -0.0419
H 1.7711 0.7790 -2.3156
*
```

Properties
- max |F| (eV Å⁻¹) = 0.7
- HOMO-LUMO gap (eV) = 9.3
- energy (eV) = -18674.5553
- ΔE to the lowest compared entry with this formula, charge and spin (kcal/mol) = 58.8

Results of the natural (NBO) charge analysis, in e, for atoms 1 through 5: -0.87, -0.23, -0.57, 0.72, -0.66


3.
C56H158N10O26 | ωB97M-V/def2-TZVPD

Geometry as ORCA input:
```
! wB97M-V def2-TZVPD RIJCOSX def2/J DEFGRID3
* xyz 0 1
C 15.7907 -3.9474 -22.2834
C 17.2210 -4.4107 -21.9615
C 17.5992 -4.2580 -20.4486
O 18.8359 -4.9154 -20.1405
C 18.9712 -5.2352 -18.8044
N 17.1962 -5.8156 -22.2346
H 15.7746 -2.8700 -22.1188
H 15.0516 -4.3814 -21.6100
H 15.5370 -4.0772 -23.3355
H 18.0377 -3.8650 -22.4341
H 16.7068 -4.5962 -19.9220
H 17.4906 -3.2266 -20.1132
H 20.0451 -5.1964 -18.6217
H 18.5113 -6.2069 -18.6244
H 18.3992 -4.5112 -18.2241
H 18.1324 -6.0317 -21.9234
H 16.5147 -6.3905 -21.7599
C 29.7652 1.3124 -18.1457
C 29.2264 0.4742 -16.9656
C 27.9453 -0.2804 -17.4407
O 26.9934 0.6776 -18.0529
C 26.2524 1.4424 -17.0582
N 30.2440 -0.3047 -16.3307
H 29.2716 2.2290 -18.4688
H 29.8962 0.7238 -19.0536
H 30.7652 1.6938 -17.9395
H 28.7772 1.1514 -16.2392
H 27.7225 -0.8084 -16.5136
H 28.3760 -1.0103 -18.1262
H 25.9612 0.8914 -16.1639
H 25.3538 1.8712 -17.5019
H 26.9113 2.2655 -16.7816
H 30.7488 -0.7868 -17.0607
H 30.9895 0.1980 -15.8708
C 21.5598 -1.3974 -7.7522
C 21.8380 -0.9552 -9.1739
C 23.2252 -0.4013 -9.5087
O 23.5519 0.9586 -9.0927
C 22.9612 1.9471 -9.8307
N 21.6066 -2.1762 -10.0716
H 22.3458 -2.0604 -7.3906
H 20.5528 -1.7991 -7.8645
H 21.3605 -0.5537 -7.0915
H 21.0816 -0.2216 -9.4530
H 23.4852 -0.6640 -10.5341
H 23.9735 -0.9975 -8.9866
H 23.3238 2.8956 -9.4346
H 21.8740 1.9860 -9.7620
H 23.1951 1.7470 -10.8763
H 22.2125 -2.9003 -9.7130
H 21.9310 -2.0966 -11.0247
C 22.6362 0.0889 -25.7266
C 23.9687 0.5275 -25.3190
C 24.2313 0.1718 -23.8736
O 23.5987 1.1530 -22.9863
C 23.3668 0.6760 -21.6142
N 24.9620 0.0755 -26.3155
H 22.3318 0.5664 -26.6579
H 21.9038 0.4619 -25.0106
H 22.4576 -0.9859 -25.6934
H 23.9142 1.6148 -25.3738
H 25.2587 -0.0109 -23.5585
H 23.6541 -0.7354 -23.6951
H 22.8069 -0.2294 -21.3803
H 22.5264 1.3343 -21.3937
H 24.2085 0.7824 -20.9299
H 25.2490 0.7739 -26.9863
H 24.9154 -0.8529 -26.7104
C 18.8358 3.3576 -19.7025
C 18.1915 2.4067 -18.7188
C 19.1538 1.4262 -18.0494
O 19.6254 0.4810 -18.9775
C 20.4600 -0.5654 -18.3638
N 17.5360 3.2292 -17.6786
H 19.5208 3.9800 -19.1268
H 18.2087 4.0009 -20.3199
H 19.2379 2.6032 -20.3787
H 17.5981 1.7752 -19.3799
H 18.6729 0.9556 -17.1919
H 19.8439 2.0091 -17.4393
H 20.0591 -0.8294 -17.3852
H 21.4829 -0.2252 -18.2023
H 20.4412 -1.4045 -19.0592
H 16.9624 3.9722 -18.0516
H 16.8753 2.7160 -17.1128
C 17.2904 -2.3087 -16.5243
C 16.2841 -1.6687 -15.4580
C 16.4318 -2.3072 -14.1189
O 15.8095 -3.6256 -14.0277
C 14.9802 -3.9088 -12.9051
N 16.4744 -0.2649 -15.2207
H 18.3211 -2.3586 -16.1732
H 17.3090 -1.7325 -17.4494
H 17.0603 -3.3710 -16.6050
H 15.2753 -1.8520 -15.8278
H 15.8297 -1.6322 -13.5107
H 17.4409 -2.4525 -13.7332
H 14.4513 -4.8596 -12.8399
H 14.1468 -3.2459 -12.6728
H 15.6731 -4.1127 -12.0888
H 17.1384 -0.1842 -14.4639
H 16.8959 0.1749 -16.0263
C 27.0567 -9.3061 -16.9887
C 25.5774 -9.6029 -16.6422
C 24.7620 -8.9621 -17.7708
O 23.3751 -9.3040 -17.6534
C 22.6192 -8.5546 -16.6843
N 25.4320 -11.0132 -16.6939
H 27.7676 -9.3412 -16.1632
H 27.1648 -8.2562 -17.2610
H 27.2825 -9.9399 -17.8463
H 25.1911 -9.2711 -15.6784
H 25.1735 -9.2377 -18.7417
H 24.8680 -7.8779 -17.8059
H 22.4429 -7.5038 -16.9142
H 23.0729 -8.4807 -15.6960
H 21.6291 -8.9737 -16.5050
H 25.5063 -11.2257 -17.6785
H 24.5222 -11.3491 -16.4116
C 26.5240 -0.9182 -13.4994
C 25.0246 -1.1671 -13.3801
C 24.7904 -2.5451 -12.8006
O 25.4506 -3.5863 -13.5174
C 25.0857 -4.9090 -13.2360
N 24.4071 -0.1100 -12.6245
H 26.8693 -1.6598 -14.2197
H 27.1955 -1.1721 -12.6792
H 26.6416 0.0924 -13.8905
H 24.5507 -1.0457 -14.3542
H 23.7164 -2.5994 -12.9780
H 25.0856 -2.5857 -11.7521
H 25.3339 -5.2934 -12.2467
H 25.7753 -5.4849 -13.8532
H 24.0083 -5.0609 -13.3004
H 24.5563 0.8033 -13.0293
H 24.8001 -0.0984 -11.6942
C 25.4427 -8.8158 -22.0425
C 25.1311 -7.3492 -22.3236
C 26.0105 -6.4261 -21.3968
O 25.5369 -6.5202 -20.0750
C 24.2493 -5.9180 -19.8157
N 25.5041 -7.1653 -23.7106
H 25.3021 -9.1382 -21.0108
H 26.4632 -9.0924 -22.3075
H 24.7643 -9.2957 -22.7479
H 24.0642 -7.1702 -22.1901
H 26.0884 -5.3623 -21.6210
H 27.0526 -6.7339 -21.4826
H 24.3139 -4.8622 -19.5529
H 23.9988 -6.3138 -18.8315
H 23.4613 -6.0046 -20.5639
H 25.2293 -7.9574 -24.2738
H 24.9178 -6.3970 -24.0040
C 30.5121 -3.4450 -19.6763
C 29.5971 -4.5857 -19.2455
C 28.9198 -4.3598 -17.8758
O 27.9226 -5.3099 -17.5446
C 26.8790 -4.8238 -16.7377
N 28.5207 -4.6714 -20.3171
H 30.0591 -2.4545 -19.7201
H 30.9418 -3.7241 -20.6384
H 31.4275 -3.2170 -19.1304
H 30.1558 -5.5214 -19.2607
H 28.5970 -3.3340 -17.6976
H 29.6255 -4.5245 -17.0616
H 27.2518 -4.1848 -15.9373
H 26.2214 -5.6597 -16.4987
H 26.2165 -4.1652 -17.2994
H 27.8278 -5.1752 -19.7821
H 27.9640 -3.8315 -20.3867
C 19.9762 -5.9380 -24.6778
C 20.9059 -6.1295 -23.5334
O 20.3228 -5.8221 -22.1817
O 18.8524 -6.7828 -24.6111
H 20.4189 -6.1459 -25.6520
H 19.7160 -4.8795 -24.6781
H 21.7948 -5.5749 -23.8340
H 21.0638 -7.2059 -23.4663
H 19.9658 -6.6534 -21.8606
H 18.2576 -6.4152 -23.9534
C 22.9730 -3.3428 -16.1919
C 21.8079 -4.1930 -16.6834
O 20.7090 -3.7080 -16.0407
O 23.1223 -2.0585 -16.7989
H 23.8630 -3.9528 -16.3460
H 23.0066 -3.1002 -15.1298
H 22.0300 -5.2405 -16.4796
H 21.6268 -3.9829 -17.7375
H 20.4854 -4.3019 -15.3204
H 22.5762 -1.4047 -16.3562
C 20.9708 0.2666 -13.0565
C 20.1178 0.0121 -14.3597
O 18.7942 0.4834 -14.2017
O 21.3126 1.6274 -13.1969
H 21.9076 -0.2907 -13.0486
H 20.4287 0.2635 -12.1109
H 19.9752 -1.0667 -14.4232
H 20.5664 0.4646 -15.2440
H 18.8156 1.3620 -13.8154
H 21.7027 2.0055 -12.4054
C 16.0862 -7.1569 -9.7933
C 17.1564 -7.2704 -10.9607
O 18.1795 -6.2574 -10.8090
O 15.2234 -6.0525 -10.1739
H 16.6215 -7.0109 -8.8552
H 15.4510 -8.0355 -9.9064
H 16.7109 -6.9137 -11.8894
H 17.4835 -8.2943 -11.1414
H 18.6658 -6.1338 -11.6274
H 15.6117 -5.2129 -9.9172
C 25.4386 -2.0779 -19.3487
C 26.0748 -2.3774 -20.6709
O 27.4894 -1.9773 -20.7375
O 24.1146 -2.5407 -19.3435
H 25.4066 -0.9965 -19.2162
H 25.9967 -2.3804 -18.4626
H 25.3978 -1.8729 -21.3602
H 26.1938 -3.4141 -20.9861
H 27.5968 -1.0280 -20.8322
H 23.7416 -2.3978 -18.4706
C 19.7819 -6.9026 -14.6107
C 18.4025 -6.1097 -14.6650
O 18.4119 -5.2127 -13.5678
O 20.7925 -5.9555 -14.3101
H 19.9647 -7.3958 -15.5654
H 19.7183 -7.7269 -13.9004
H 17.5356 -6.7632 -14.7621
H 18.4188 -5.4117 -15.5020
H 17.8005 -4.4792 -13.6669
H 20.7082 -5.7018 -13.3881
C 23.1621 2.2869 -15.6989
C 24.1786 3.1452 -14.7919
O 24.1270 2.7324 -13.4569
O 21.8742 2.9688 -15.5364
H 23.2502 1.2732 -15.3078
H 23.3808 2.3376 -16.7655
H 23.9139 4.2016 -14.7480
H 25.2118 3.0842 -15.1340
H 24.3475 3.5220 -12.9574
H 21.5639 2.6804 -14.6749
C 20.7348 -9.1091 -19.7622
C 20.1800 -9.7429 -21.0314
O 19.6685 -8.7998 -21.8715
O 21.3230 -10.2529 -19.0784
H 19.8753 -8.5960 -19.3309
H 21.5254 -8.3949 -19.9921
H 19.4316 -10.5126 -20.8428
H 21.0070 -10.3239 -21.4396
H 19.6769 -9.0757 -22.7910
H 22.1705 -9.9700 -18.7273
*
```

Properties
- max |F| (eV Å⁻¹) = 3.5
- HOMO-LUMO gap (eV) = 8.9
- energy (eV) = -128753.5112

Results of the Mulliken charge analysis, in e, for atoms 1 through 5: -1.62, 0.77, -1.18, -0.09, -0.16


4.
C5H10N2O | ωB97M-V/def2-TZVPD

Geometry as ORCA input:
```
! wB97M-V def2-TZVPD RIJCOSX def2/J DEFGRID3
* xyz 0 1
C 0.5851 -0.4244 -0.0795
C 1.8233 -0.8174 0.6519
C -0.9966 -0.5974 1.2211
C 0.2150 0.9873 -0.2786
C -1.7531 1.0527 -1.4787
O 0.2465 -1.2995 -1.0942
N -1.2053 1.0657 -0.3006
N 0.8899 2.0646 -0.1916
H -0.5972 -0.9991 -1.4891
H 1.8729 1.8537 -0.0087
H 2.1185 -0.0617 1.3813
H 2.6568 -0.9871 -0.0377
H 1.6439 -1.7617 1.1842
H -0.5190 -0.1850 2.1071
H -0.9029 -1.6795 1.1275
H -2.0683 -0.4270 1.2446
H -2.8380 1.0111 -1.5658
H -1.1714 1.2047 -2.3932
*
```

Properties
- max |F| (eV Å⁻¹) = 3.8
- HOMO-LUMO gap (eV) = 8.8
- energy (eV) = -10370.8417
- ΔE to the lowest compared entry with this formula, charge and spin (kcal/mol) = 102.9

Results of the natural (NBO) charge analysis, in e, for atoms 1 through 5: 0.29, -0.67, -0.61, 0.34, -0.11